Entry 1:
The following is a DFT calculation (the ωB97M-V functional and the def2-TZVPD basis) of a structure of composition C6H8F2O2 at a distorted geometry.

Values from the calculation:
Energy above the lowest of the compared OMol25 structures with the same formula, charge and spin: 289.40 kJ/mol
Total charge: 0
2S+1: 1
Frontier orbital gap: 9.36 eV

Cartesian coordinates (Å):
C (0.31, -1.51, -0.26)
C (1.38, -0.76, -0.07)
C (-0.81, -0.57, -0.51)
C (0.01, 0.76, -0.12)
C (3.11, 0.54, 0.63)
C (-3.12, -0.04, -0.13)
O (2.65, -0.54, -0.23)
O (-1.95, -0.73, 0.38)
F (-0.26, 1.29, 1.09)
F (0.03, 1.74, -1.04)
H (0.31, -2.62, -0.04)
H (-1.15, -0.50, -1.64)
H (3.65, 1.16, 0.01)
H (3.81, 0.11, 1.37)
H (2.29, 1.07, 1.17)
H (-4.11, -0.40, 0.37)
H (-3.14, 0.01, -1.24)
H (-3.03, 1.00, 0.25)

=====

Entry 2:
The following is a DFT calculation (the ωB97M-V functional and the def2-TZVPD basis) of a cluster of 4 separate species, C3H12O4 in total at a distorted geometry.

Values from the calculation:
Energy above the lowest of the compared OMol25 structures with the same formula, charge and spin: 141.50 kJ/mol
SMILES: C=CCO.O.O.O
Total charge: 0
2S+1: 1
Frontier orbital gap: 9.86 eV

Cartesian coordinates (Å):
C (-3.37, -1.66, 1.52)
C (-2.10, -1.61, 1.06)
C (-1.58, -0.42, 0.29)
O (-0.16, -0.38, 0.34)
H (-3.69, -2.48, 2.14)
H (-3.97, -0.75, 1.51)
H (-1.58, -2.55, 1.03)
H (-1.90, -0.64, -0.74)
H (-1.98, 0.50, 0.71)
H (0.16, 0.36, 0.85)
O (2.40, -0.99, -2.27)
H (3.08, -1.44, -1.79)
H (2.02, -0.47, -1.56)
O (1.93, 2.43, -1.53)
H (1.24, 3.08, -1.70)
H (2.44, 2.58, -2.34)
O (2.34, 1.15, 0.90)
H (2.71, 1.82, 1.50)
H (2.00, 1.47, 0.08)

=====

Entry 3:
The following is a DFT calculation (the ωB97M-V functional and the def2-TZVPD basis) of a cluster of 2 separate species, C2H2INO in total at a distorted geometry.

Values from the calculation:
⟨S²⟩: 2.02
Energy above the lowest of the compared OMol25 structures with the same formula, charge and spin: 37.71 kJ/mol
Total charge: 0
2S+1: 3
Frontier orbital gap (spin up / spin down): 8.42 / 8.92 eV

Cartesian coordinates (Å):
C (-1.46, -0.09, -0.28)
C (-1.13, 0.75, 0.72)
N (-1.61, -0.99, -1.10)
O (-1.12, 1.67, 1.45)
I (2.79, 0.07, -0.52)
H (3.57, 0.49, 0.66)
H (-1.04, -1.90, -0.93)

=====

Entry 4:
The following is a DFT calculation (the ωB97M-V functional and the def2-TZVPD basis) of a structure of composition C4H7ClCuNO4 at a distorted geometry.

Values from the calculation:
⟨S²⟩: 0.75
Total charge: -1
2S+1: 2
Frontier orbital gap (spin up / spin down): 4.47 / 7.41 eV

Cartesian coordinates (Å):
Cu (1.11, -2.72, 0.80)
Cl (-0.79, -5.05, 1.98)
O (-1.92, -5.92, 1.98)
O (-0.61, -4.74, 0.53)
O (-0.91, -3.85, 2.70)
O (0.41, -5.67, 2.45)
C (1.28, 2.40, -1.81)
C (0.11, 3.20, -1.01)
C (-0.80, 2.17, -0.28)
C (-0.16, 0.99, 0.31)
N (0.44, 0.09, 0.72)
H (0.79, 1.92, -2.66)
H (1.92, 1.75, -1.21)
H (1.92, 3.17, -2.25)
H (-0.37, 3.97, -1.61)
H (0.46, 3.70, -0.11)
H (-1.53, 1.83, -1.01)
H (-1.33, 2.75, 0.48)

=====

Entry 5:
The following is a DFT calculation (the ωB97M-V functional and the def2-TZVPD basis) of a structure of composition C18H28GaN6O5PS2Te at a distorted geometry.

Values from the calculation:
⟨S²⟩: 0.77
Total charge: -1
2S+1: 2
Frontier orbital gap (spin up / spin down): 3.98 / 7.32 eV

Cartesian coordinates (Å):
Ga (0.18, 0.13, -0.65)
O (0.61, -0.21, 1.37)
N (1.82, 0.24, 1.76)
C (2.00, 0.61, 3.08)
C (3.24, 0.99, 3.52)
C (4.32, 1.03, 2.64)
C (4.09, 0.71, 1.28)
C (2.85, 0.34, 0.84)
S (2.50, -0.05, -0.83)
H (1.11, 0.57, 3.69)
H (3.35, 1.27, 4.56)
H (5.30, 1.34, 2.97)
H (4.88, 0.79, 0.55)
C (-3.18, 3.55, -4.14)
C (-3.32, 2.33, -3.25)
O (-2.03, 1.91, -2.79)
P (-1.36, 0.55, -3.31)
O (-0.03, 0.49, -2.54)
Te (-2.83, -1.26, -3.39)
O (-0.95, 1.02, -4.81)
C (-0.27, 0.09, -5.65)
C (1.21, 0.45, -5.75)
H (-4.17, 3.90, -4.45)
H (-2.60, 3.29, -5.02)
H (-2.67, 4.34, -3.60)
H (-3.81, 1.51, -3.77)
H (-3.91, 2.57, -2.36)
H (-0.74, 0.15, -6.64)
H (-0.39, -0.92, -5.27)
H (1.33, 1.45, -6.17)
H (1.73, -0.28, -6.38)
H (1.65, 0.43, -4.75)
C (-2.82, -2.33, 3.21)
C (-1.52, -1.58, 2.94)
N (-0.51, -2.47, 2.37)
C (-0.04, -2.29, 1.12)
S (-1.10, -1.78, -0.18)
N (1.11, -2.89, 0.77)
C (1.97, -3.65, 1.64)
C (1.46, -5.07, 1.90)
H (-3.57, -1.64, 3.61)
H (-2.67, -3.13, 3.94)
H (-3.19, -2.76, 2.29)
H (-1.13, -1.15, 3.86)
H (-1.70, -0.78, 2.23)
H (0.17, -2.82, 3.03)
H (1.35, -2.79, -0.20)
H (2.11, -3.12, 2.59)
H (2.95, -3.70, 1.16)
H (0.51, -5.05, 2.42)
H (2.18, -5.62, 2.50)
H (1.31, -5.59, 0.95)
N (-2.11, 1.86, 1.39)
C (-0.87, 2.26, 1.00)
O (-0.46, 1.85, -0.15)
C (-0.13, 3.11, 1.81)
C (-0.65, 3.51, 3.06)
N (-1.09, 3.80, 4.09)
C (1.18, 3.52, 1.46)
N (2.25, 3.84, 1.19)
H (-2.51, 1.09, 0.88)
H (-2.38, 1.98, 2.36)

=====

Entry 6:
The following is a DFT calculation (the ωB97M-V functional and the def2-TZVPD basis) of a structure of composition C13H19NO6PPbS5Sb at a distorted geometry.

Values from the calculation:
Energy above the lowest of the compared OMol25 structures with the same formula, charge and spin: 15.47 kJ/mol
Total charge: -2
2S+1: 1
Frontier orbital gap: 5.36 eV

Cartesian coordinates (Å):
Pb (-0.62, 0.56, 0.06)
S (-0.90, 4.32, 3.89)
Sb (0.21, 2.90, 2.38)
S (-0.14, 0.54, 2.62)
S (-0.72, 3.22, 0.18)
S (2.36, 3.62, 2.37)
C (5.39, 2.54, -0.64)
C (3.88, 2.40, -0.47)
O (3.56, 1.07, 0.01)
P (2.39, 0.06, -0.57)
O (2.86, -0.05, -2.12)
C (2.18, -1.00, -3.08)
C (3.08, -2.18, -3.20)
O (2.96, -1.24, 0.11)
C (2.95, -1.51, 1.54)
C (4.31, -1.25, 2.15)
H (5.54, 3.54, -1.00)
H (5.74, 1.90, -1.44)
H (6.04, 2.40, 0.24)
H (3.33, 2.44, -1.42)
H (3.44, 3.12, 0.20)
H (2.16, -0.40, -3.98)
H (1.17, -1.28, -2.66)
H (3.96, -1.95, -3.86)
H (2.56, -3.04, -3.66)
H (3.54, -2.54, -2.30)
H (2.60, -2.56, 1.70)
H (2.19, -0.88, 2.03)
H (5.13, -1.80, 1.64)
H (4.31, -1.59, 3.20)
H (4.48, -0.16, 2.15)
O (-3.87, 1.39, 1.85)
C (-3.98, 0.49, 0.99)
N (-3.10, 0.12, 0.04)
S (-3.70, -1.04, -1.01)
O (-3.79, -0.51, -2.38)
O (-2.91, -2.21, -0.91)
C (-5.33, -1.02, -0.27)
C (-6.49, -1.60, -0.74)
C (-7.56, -1.53, 0.10)
C (-7.58, -0.76, 1.26)
C (-6.49, -0.01, 1.61)
C (-5.29, -0.21, 0.85)
H (-6.47, -2.11, -1.69)
H (-8.46, -2.08, -0.06)
H (-8.46, -0.79, 1.85)
H (-6.43, 0.66, 2.45)

=====

Entry 7:
The following is a DFT calculation (the ωB97M-V functional and the def2-TZVPD basis) of a structure of composition C7H12O7Zn at a distorted geometry.

Values from the calculation:
Total charge: -2
2S+1: 1
Frontier orbital gap: 2.46 eV

Cartesian coordinates (Å):
Zn (-11.49, -6.60, 15.51)
C (-7.59, -4.48, 19.31)
C (-8.54, -5.10, 18.29)
O (-8.72, -4.52, 17.17)
O (-9.30, -6.03, 18.53)
H (-6.61, -4.93, 19.19)
H (-7.82, -4.70, 20.35)
H (-7.42, -3.41, 19.24)
C (-16.97, -5.88, 17.74)
C (-15.66, -5.97, 16.98)
O (-15.23, -6.98, 16.49)
O (-14.85, -5.03, 17.00)
H (-17.26, -4.90, 18.10)
H (-16.95, -6.59, 18.57)
H (-17.80, -6.26, 17.13)
C (-14.83, -4.94, 10.87)
C (-13.41, -4.61, 11.10)
O (-12.73, -5.18, 11.97)
O (-12.95, -3.70, 10.40)
H (-14.97, -4.96, 9.79)
H (-15.48, -4.18, 11.30)
H (-15.00, -5.97, 11.19)
C (-9.27, -11.09, 13.84)
O (-9.93, -10.06, 14.53)
H (-9.55, -12.09, 14.17)
H (-9.41, -11.07, 12.76)
H (-8.19, -10.98, 13.99)

=====

Question: Look up the 2S+1 of the fifth one.
Answer: 2

=====

Please write out number 5 again, unchanged.
The following is a DFT calculation (the ωB97M-V functional and the def2-TZVPD basis) of a structure of composition C18H28GaN6O5PS2Te at a distorted geometry.

Values from the calculation:
⟨S²⟩: 0.77
Total charge: -1
2S+1: 2
Frontier orbital gap (spin up / spin down): 3.98 / 7.32 eV

Cartesian coordinates (Å):
Ga (0.18, 0.13, -0.65)
O (0.61, -0.21, 1.37)
N (1.82, 0.24, 1.76)
C (2.00, 0.61, 3.08)
C (3.24, 0.99, 3.52)
C (4.32, 1.03, 2.64)
C (4.09, 0.71, 1.28)
C (2.85, 0.34, 0.84)
S (2.50, -0.05, -0.83)
H (1.11, 0.57, 3.69)
H (3.35, 1.27, 4.56)
H (5.30, 1.34, 2.97)
H (4.88, 0.79, 0.55)
C (-3.18, 3.55, -4.14)
C (-3.32, 2.33, -3.25)
O (-2.03, 1.91, -2.79)
P (-1.36, 0.55, -3.31)
O (-0.03, 0.49, -2.54)
Te (-2.83, -1.26, -3.39)
O (-0.95, 1.02, -4.81)
C (-0.27, 0.09, -5.65)
C (1.21, 0.45, -5.75)
H (-4.17, 3.90, -4.45)
H (-2.60, 3.29, -5.02)
H (-2.67, 4.34, -3.60)
H (-3.81, 1.51, -3.77)
H (-3.91, 2.57, -2.36)
H (-0.74, 0.15, -6.64)
H (-0.39, -0.92, -5.27)
H (1.33, 1.45, -6.17)
H (1.73, -0.28, -6.38)
H (1.65, 0.43, -4.75)
C (-2.82, -2.33, 3.21)
C (-1.52, -1.58, 2.94)
N (-0.51, -2.47, 2.37)
C (-0.04, -2.29, 1.12)
S (-1.10, -1.78, -0.18)
N (1.11, -2.89, 0.77)
C (1.97, -3.65, 1.64)
C (1.46, -5.07, 1.90)
H (-3.57, -1.64, 3.61)
H (-2.67, -3.13, 3.94)
H (-3.19, -2.76, 2.29)
H (-1.13, -1.15, 3.86)
H (-1.70, -0.78, 2.23)
H (0.17, -2.82, 3.03)
H (1.35, -2.79, -0.20)
H (2.11, -3.12, 2.59)
H (2.95, -3.70, 1.16)
H (0.51, -5.05, 2.42)
H (2.18, -5.62, 2.50)
H (1.31, -5.59, 0.95)
N (-2.11, 1.86, 1.39)
C (-0.87, 2.26, 1.00)
O (-0.46, 1.85, -0.15)
C (-0.13, 3.11, 1.81)
C (-0.65, 3.51, 3.06)
N (-1.09, 3.80, 4.09)
C (1.18, 3.52, 1.46)
N (2.25, 3.84, 1.19)
H (-2.51, 1.09, 0.88)
H (-2.38, 1.98, 2.36)